9
Properties=species:S:1:pos:R:3:forces:R:3 method="wB97M-V/def2-TZVPD" homo_lumo_gap_ev="7.168 / 8.436" multiplicity=1 lumo_ev="-1.4 / -0.5" homo_energy_ev="-8.605 / -8.947" max_force_ev_per_a=3.8
N -1.4374 -0.3541 -0.0881 -1.718 -1.059 2.664
N -1.7687 0.8766 0.0489 -0.592 1.730 -1.119
F 2.5049 -0.3064 -1.1295 -0.569 0.856 0.526
F 3.0418 0.3975 1.0698 -0.087 0.620 -0.186
P 1.8070 0.5822 0.0645 0.171 -2.714 0.402
S 0.6602 -0.9938 1.0195 0.535 1.019 -0.845
H -1.9558 -0.8595 0.7719 2.103 0.546 -3.064
H -1.2002 -0.8544 -0.9704 -0.339 0.419 0.901
H -1.6516 1.5120 -0.7867 0.496 -1.417 0.721